Entry 1:
Density functional theory data (ωB97M-V/def2-TZVPD) for a cluster of 4 separate species, C5H17N5O3 in total in a non-equilibrium geometry.

Structure (XYZ):
```
30
Properties=species:S:1:pos:R:3:forces:R:3:lowdin_charge:R:1
C -20.276908 -0.632342 -1.524611 1.934 1.889 0.869 0.05
C -18.928229 -1.717795 0.767774 0.109 -2.375 -4.641 0.00
C -21.231971 1.101915 0.151041 -1.563 -1.887 0.743 0.06
C 17.129550 3.345149 -0.112021 -2.197 2.202 0.703 0.02
C -20.336320 0.014157 -0.190727 0.031 -3.165 0.024 -0.24
N 16.737197 -1.543951 -0.399708 0.230 0.526 -0.494 0.23
N 18.405166 1.604954 0.544155 -1.104 -1.916 -1.242 0.28
N 18.988200 -1.176988 1.267754 -1.008 0.244 -0.825 0.04
N 16.562390 -2.644700 -0.414838 -1.034 0.424 0.205 -0.24
N 17.449212 1.957490 -0.143256 0.093 0.044 1.802 -0.28
O 16.261359 -3.756331 -0.363587 0.205 -1.153 -0.154 0.21
O -19.705602 -0.542582 0.799578 -1.102 1.688 0.000 0.05
O 16.496509 1.234245 -0.811854 2.217 -2.370 1.239 0.09
H -20.985646 -0.177997 -2.164547 0.210 1.507 -1.200 0.10
H -19.167689 -0.648903 -1.782407 -1.588 -0.288 -0.445 0.16
H -20.775638 -1.543366 -1.528279 -0.026 -2.635 0.711 0.10
H -18.606786 -2.170129 1.650150 -0.132 0.299 1.965 0.10
H -18.092963 -1.630920 0.098463 1.168 1.203 0.219 0.10
H -19.317267 -2.544269 0.082788 -0.977 0.900 1.357 0.14
H -22.081039 0.559854 0.780774 1.662 1.538 -0.940 0.20
H -20.598561 1.732009 0.670374 0.665 1.609 2.203 0.09
H -21.619552 1.705976 -0.638998 -0.402 -0.282 -0.864 0.10
H 17.389041 3.761630 -1.008188 1.423 0.869 -2.729 0.07
H 16.016543 3.576246 -0.252966 1.302 -0.898 1.276 0.15
H 17.702693 3.930232 0.646063 -0.842 -1.033 -0.270 0.14
H 19.895436 -1.255319 0.857181 0.710 -0.252 -0.143 0.05
H 16.766599 0.224060 -0.616042 -1.014 2.177 -0.775 0.11
H 18.508260 0.513872 0.597099 0.175 0.885 0.294 0.09
H 18.371594 -1.847683 0.805343 0.734 0.284 0.483 -0.01
H 19.044413 -1.428521 2.233493 0.119 -0.031 0.631 0.05
```
Forces are in eV/Å.

molecular weight: 195.2 g mol⁻¹
energy above the lowest of the compared OMol25 structures with the same formula, charge and spin: 0.0 kcal per mole
spin multiplicity: 1
charge: +2
orbital gap: 0.3514 hartree


Entry 2:
Density functional theory data (ωB97M-V/def2-TZVPD) for a cluster of 2 separate species, C5H17N7 in total in a non-equilibrium geometry.

Structure (XYZ):
```
29
Properties=species:S:1:pos:R:3:forces:R:3:lowdin_charge:R:1
C 3.000328 1.308265 0.054486 0.253 -0.685 -0.242 -0.25
C 3.491908 -0.033788 0.529584 -0.782 -2.384 1.737 -0.31
C 1.317793 -0.815595 -0.192007 1.167 0.051 -0.812 -0.06
C 3.933947 2.430500 0.324259 -1.305 -0.585 -1.222 0.01
C -0.065842 0.710045 -1.577099 0.026 -0.998 2.985 0.00
N 1.881917 1.471687 -0.535366 0.960 -0.003 0.802 0.17
N 1.051363 0.394528 -0.716571 -0.295 -0.028 0.681 -0.17
N 3.266292 -0.319911 1.829890 2.405 -0.996 0.398 0.17
N -10.496701 0.335654 0.464973 -1.743 1.977 -2.703 0.33
N 0.500422 -1.835082 -0.400421 -0.619 1.684 -0.815 -0.09
N 4.336357 -0.883542 -0.118047 -0.698 2.415 -0.777 0.19
N 0.760096 -3.183912 -0.266200 0.190 -0.523 0.943 0.04
H 3.524985 3.329955 0.019061 -1.518 1.916 0.033 0.08
H 4.715802 2.438952 -0.335133 2.291 -0.803 -2.254 0.07
H 4.472527 2.534879 1.192722 0.353 -0.238 2.770 0.08
H -0.273071 1.694863 -1.748481 0.122 2.890 0.199 0.07
H 0.194554 0.330004 -2.466004 -0.002 -1.978 -3.523 0.07
H -0.897437 0.327797 -1.051103 -1.415 -0.799 -0.294 0.08
H 2.699919 0.145015 2.514600 -0.305 0.665 -0.551 0.13
H 3.916303 -0.993731 2.274322 -0.821 0.535 -0.522 0.15
H -10.595588 -0.118241 1.342706 0.963 -0.980 1.032 0.15
H -10.695264 1.325645 0.612474 -0.890 0.276 0.463 0.16
H -0.467643 -1.759742 -0.644358 -0.401 0.634 -0.693 0.13
H 4.467231 -0.664880 -1.114017 0.148 -0.524 0.821 0.15
H -11.235897 -0.018782 -0.194999 0.734 0.246 0.676 0.19
H 4.552679 -1.813778 0.220097 -0.150 0.346 -0.024 0.13
H 1.650576 -3.464804 -0.657333 -0.026 0.199 0.275 0.09
H -9.649899 0.506913 -0.078881 0.855 -1.513 0.535 0.17
H 0.642345 -3.378928 0.716848 0.503 -0.798 0.082 0.09
```
Forces are in eV/Å.

molecular weight: 175.2 g mol⁻¹
spin multiplicity: 1
charge: +2
orbital gap: 0.2679 hartree


Entry 3:
Density functional theory data (ωB97M-V/def2-TZVPD) for a cluster of 3 separate species, C5H17NO2 in total in a non-equilibrium geometry.

Structure (XYZ):
```
25
Properties=species:S:1:pos:R:3:forces:R:3:lowdin_charge:R:1
C 2.466994 -0.952524 0.368359 -0.186 -0.591 -0.528 -0.10
C 1.866468 -0.959078 -1.038884 -0.013 0.307 -0.288 -0.25
C 0.394295 -1.312287 -1.098840 -0.539 -0.293 0.054 -0.25
N -0.462653 -0.270662 -0.525484 0.148 -0.171 0.531 -0.09
C -1.615746 -0.770910 0.259983 0.264 0.572 -0.636 -0.26
C -1.858559 0.081838 1.514504 -0.007 -0.826 -0.841 -0.07
H 3.506868 -0.663777 0.291959 0.223 0.317 0.242 0.06
H 1.913779 -0.285537 1.032470 0.195 -0.014 0.053 0.06
H 2.463321 -1.964739 0.783390 -0.157 0.107 0.114 0.07
H 2.402356 -1.631537 -1.711739 0.123 -0.165 0.229 0.11
H 2.010275 0.027514 -1.488238 -0.114 0.107 0.005 0.11
H 0.076397 -1.506073 -2.124708 0.151 0.136 -0.208 0.11
H 0.212012 -2.275987 -0.593601 0.196 0.119 0.167 0.11
H 0.098877 0.343201 0.057994 -0.107 -0.047 -0.071 0.06
H -1.449646 -1.813389 0.543702 -0.102 -0.070 -0.015 0.10
H -2.473829 -0.723014 -0.409083 -0.249 -0.203 0.113 0.10
H -2.930584 0.159032 1.694002 0.146 0.067 0.316 0.08
H -1.425150 1.055922 1.348049 -0.080 0.360 0.106 0.03
H -1.340426 -0.423707 2.319443 -0.073 0.266 0.527 0.07
O -1.960579 2.010503 -2.014545 -0.176 -0.052 -0.150 -0.08
H -1.513187 1.158286 -1.891280 0.148 0.147 0.298 0.00
H -1.815053 2.488932 -1.192582 0.144 -0.113 -0.051 0.02
O 0.406629 2.697467 0.919996 -0.300 -0.042 0.010 -0.06
H 1.270031 2.643492 1.341088 -0.104 0.097 0.145 0.04
H -0.242890 2.887033 1.614046 0.469 -0.017 -0.123 0.04
```
Forces are in eV/Å.

SMILES string: CCCNCC.O.O
molecular weight: 123.2 g mol⁻¹
energy above the lowest of the compared OMol25 structures with the same formula, charge and spin: 15.2 kcal per mole
spin multiplicity: 1
orbital gap: 0.3433 hartree


Entry 4:
Density functional theory data (ωB97M-V/def2-TZVPD) for a cluster of 3 separate species, C5H17NO2 in total in a non-equilibrium geometry.

Structure (XYZ):
```
25
Properties=species:S:1:pos:R:3:forces:R:3:lowdin_charge:R:1
C -1.079995 -1.448740 1.244844 -0.525 0.008 0.205 -0.10
C -1.716259 -0.084228 0.940699 -0.452 0.416 -1.579 -0.24
C -1.427869 0.367971 -0.536035 -0.490 0.183 1.466 -0.19
C 0.038294 0.662065 -0.815311 1.203 0.490 0.223 -0.47
C 0.184347 0.906420 -2.330324 0.571 -1.001 0.906 -0.06
N 0.571264 1.755124 0.024610 -1.675 0.291 0.585 0.03
H -0.289963 -1.425028 2.000059 -0.027 -0.012 -0.174 0.07
H -0.710017 -1.871739 0.316498 0.351 -0.024 0.016 0.04
H -1.853356 -2.153657 1.576519 0.215 0.186 0.217 0.07
H -2.809160 -0.173641 0.984685 0.179 0.069 0.273 0.10
H -1.436060 0.766033 1.557199 0.181 -0.293 0.498 0.09
H -1.844600 -0.394078 -1.190682 0.451 -0.245 -0.280 0.11
H -2.050773 1.260523 -0.773530 0.520 -0.187 0.229 0.12
H 0.712850 -0.108323 -0.400461 -0.725 -0.569 -0.940 0.11
H 0.188089 -0.081863 -2.814697 -0.414 0.423 -0.227 0.07
H 1.156825 1.348880 -2.527204 -0.034 0.333 -0.222 0.07
H -0.647977 1.540776 -2.633570 0.214 -0.022 -0.407 0.08
H 1.539927 2.003397 -0.061444 0.079 -0.031 -0.487 0.07
H -0.031893 2.567079 0.040723 0.285 0.200 -0.102 0.07
O 1.950843 0.487771 2.741297 -0.015 -0.206 0.353 -0.06
H 2.404375 0.625960 1.916231 0.478 0.120 -0.385 0.01
H 1.039813 0.537650 2.451394 -0.483 0.135 0.017 0.00
O 0.795288 -2.313224 -1.447363 -0.760 -1.336 0.012 -0.05
H 1.102884 -3.087176 -0.944168 0.007 0.574 -0.310 0.06
H 1.479165 -1.664428 -1.434286 0.868 0.497 0.114 0.01
```
Forces are in eV/Å.

SMILES string: CCC[C@@H](C)N.O.O
molecular weight: 123.2 g mol⁻¹
energy above the lowest of the compared OMol25 structures with the same formula, charge and spin: 18.6 kcal per mole
spin multiplicity: 1
orbital gap: 0.3587 hartree


Question: Which of these has the highest molecular weight?
Answer: C5H17N5O3


Question: Look up the molecular weight of the fourth one.
Answer: 123.2 g mol⁻¹


Question: Number 2 is which compound?
Answer: C5H17N7